{"formula": "C7H8N3", "method": "the ωB97M-V functional and the def2-TZVPD basis", "species": ["C", "C", "C", "C", "C", "C", "C", "N", "N", "N", "H", "H", "H", "H", "H", "H", "H", "H"], "positions_angstrom": [[0.306, -0.971, -0.114], [1.656, -0.516, -0.158], [-1.231, 0.930, -0.078], [-2.428, 1.530, -0.024], [-3.243, -0.626, 0.090], [-2.004, -1.182, 0.237], [3.533, 0.937, 0.075], [-3.432, 0.660, -0.117], [-0.893, -0.362, 0.006], [2.226, 0.510, 0.321], [0.221, -2.045, -0.209], [2.272, -1.282, -0.660], [-2.609, 2.590, -0.051], [-4.139, -1.234, 0.147], [-1.840, -2.221, 0.475], [3.461, 1.959, -0.313], [4.071, 1.002, 1.021], [4.074, 0.317, -0.649]], "atomic_forces_ev_per_a": [[1.6394, -0.7461, 0.0988], [0.9806, -0.6468, -0.5764], [2.9234, 0.4775, 0.0732], [-0.4859, -0.8629, -0.4312], [-0.1264, -0.3759, 0.0989], [0.3676, 0.1235, -0.2871], [0.9449, -0.1735, -0.5460], [-1.2298, 0.9687, 0.3422], [-2.6802, 0.2063, 0.6361], [-2.6749, 1.0019, 0.7196], [-0.1743, 0.0726, -0.0961], [-0.0501, 0.0270, -0.0697], [0.0151, 0.1608, -0.0176], [0.1338, -0.1220, -0.0434], [0.1730, -0.0572, -0.0581], [0.0928, -0.0520, 0.0732], [0.0378, 0.0120, -0.0247], [0.1133, -0.0140, 0.1082]], "nbo_charge": [0.09, -0.01, 0.40, -0.06, 0.00, 0.04, -0.46, -0.27, -0.34, -0.26, 0.22, 0.19, 0.26, 0.25, 0.25, 0.25, 0.25, 0.19], "homo_ev": [-13.5, -13.0], "charge": 1, "homo_lumo_gap_ha": [0.25244, 0.25702]}

=====

{"formula": "C2H4N2OS", "method": "the ωB97M-V functional and the def2-TZVPD basis", "species": ["C", "C", "N", "N", "O", "S", "H", "H", "H", "H"], "positions_angstrom": [[1.393, -1.015, -0.072], [-0.616, 0.470, -0.214], [0.747, -0.906, -1.134], [0.258, 0.783, 0.776], [1.239, -0.230, 1.013], [-2.010, -0.503, 0.123], [2.117, -1.834, 0.203], [-0.815, 1.129, -0.978], [0.658, 1.749, 0.884], [-2.973, 0.356, -0.601]], "atomic_forces_ev_per_a": [[0.1301, -1.1120, -1.1383], [2.2507, -2.8461, -0.5471], [-1.4488, 1.1739, 1.1799], [0.7982, 1.3405, 1.2791], [-0.4185, 1.1112, 1.6629], [-2.2925, 0.7769, -0.9496], [-0.5018, 1.0009, -0.5241], [-0.0645, 1.8554, -1.3801], [-0.1830, -1.7645, -0.7937], [1.7300, -1.5363, 1.2110]], "nbo_charge": [0.26, -0.07, -0.47, -0.38, -0.36, 0.06, 0.21, 0.22, 0.40, 0.15], "homo_ev": [-8.9, -8.9], "charge": 0, "homo_lumo_gap_ha": [0.33324, 0.33327]}

=====

{"formula": "C11H18F6GaINO5", "method": "the ωB97M-V functional and the def2-TZVPD basis", "species": ["N", "C", "O", "C", "C", "Ga", "I", "H", "H", "H", "H", "H", "H", "H", "H", "C", "C", "O", "C", "O", "C", "F", "F", "F", "H", "H", "H", "H", "H", "C", "C", "O", "C", "O", "C", "F", "F", "F", "H", "H", "H", "H", "H"], "positions_angstrom": [[-3.045, 0.064, 4.482], [-1.687, -0.092, 4.662], [-0.916, 0.756, 4.334], [-1.251, -1.363, 5.292], [-0.702, -1.163, 6.696], [-2.230, -0.822, 8.019], [-2.950, 1.698, 8.111], [-3.419, -0.713, 3.956], [-3.223, 0.937, 4.006], [-0.525, -1.812, 4.622], [-2.098, -2.026, 5.349], [0.088, -0.429, 6.725], [-0.272, -2.102, 7.003], [-3.489, -1.687, 7.507], [-1.792, -1.296, 9.492], [0.438, 1.092, 1.545], [1.136, -0.245, 1.579], [1.421, -0.729, 0.241], [2.503, -0.251, -0.341], [3.286, 0.533, 0.106], [2.656, -0.896, -1.727], [1.491, -0.918, -2.400], [3.088, -2.163, -1.615], [3.539, -0.226, -2.473], [-0.465, 1.038, 0.934], [0.161, 1.387, 2.555], [1.079, 1.863, 1.116], [0.490, -0.997, 2.027], [2.053, -0.207, 2.162], [1.990, 1.015, -5.474], [0.511, 0.740, -5.307], [-0.228, 1.152, -6.476], [-0.241, 0.303, -7.491], [0.290, -0.766, -7.542], [-1.099, 0.881, -8.627], [-0.819, 2.176, -8.839], [-2.403, 0.778, -8.315], [-0.885, 0.213, -9.762], [2.154, 2.065, -5.715], [2.523, 0.775, -4.556], [2.413, 0.421, -6.284], [0.110, 1.326, -4.483], [0.316, -0.309, -5.092]], "atomic_forces_ev_per_a": [[-0.2564, 0.0163, -0.5745], [-0.7773, -0.9464, 0.3235], [1.5181, 1.7761, -0.3567], [0.1248, -0.3227, -0.0151], [-0.7497, 0.3086, 0.2640], [0.2718, -0.7733, 0.1421], [-0.0036, 0.1762, -0.0145], [-0.4199, -0.1759, 0.4190], [-0.1266, 0.1403, -0.0072], [0.3642, -0.1245, -0.2664], [-0.4037, -0.4267, 0.0168], [0.2455, 0.3585, -0.1155], [0.2152, -0.4742, 0.3011], [-0.0027, 0.1718, -0.0414], [-0.0223, 0.2419, -0.0294], [0.1389, 0.2368, -0.3481], [-0.2811, 0.2043, 0.5737], [0.0970, -0.1482, -0.1681], [-0.2786, 0.0269, 0.4658], [0.1607, 0.0272, -0.1738], [0.0794, -0.1767, -0.5047], [0.1444, 0.0278, 0.1034], [-0.0770, 0.1841, 0.0427], [-0.0714, -0.0502, 0.1521], [-0.0511, -0.0670, 0.0862], [-0.0389, -0.0815, 0.0094], [0.0730, -0.0457, 0.0283], [0.0042, -0.1015, -0.1600], [0.1199, 0.0222, -0.1566], [0.0150, 0.0495, -0.3017], [0.3599, -0.0592, 0.4800], [-0.1775, 0.0146, -0.1011], [0.1563, 0.0396, 0.4450], [-0.0337, -0.0675, -0.1683], [-0.0986, 0.1029, -0.3042], [-0.0963, -0.2412, -0.0103], [0.1919, 0.0415, -0.0616], [-0.0680, 0.1254, 0.1717], [-0.0161, 0.0253, 0.0981], [-0.0265, -0.0017, 0.0344], [-0.0269, -0.0837, 0.0442], [-0.1487, 0.0999, -0.1382], [-0.0275, -0.0499, -0.1839]], "nbo_charge": [-0.81, 0.71, -0.64, -0.51, -0.85, 0.73, -0.53, 0.37, 0.37, 0.19, 0.21, 0.21, 0.20, -0.33, -0.32, -0.65, -0.08, -0.48, 0.69, -0.54, 0.90, -0.32, -0.31, -0.31, 0.20, 0.28, 0.21, 0.20, 0.20, -0.64, -0.08, -0.48, 0.69, -0.54, 0.90, -0.31, -0.31, -0.30, 0.21, 0.23, 0.22, 0.20, 0.20], "homo_ev": -4.9, "charge": -1, "homo_lumo_gap_ha": 0.25048}

=====

The lowest charge belongs to which entry? C11H18F6GaINO5

=====

Which formula does entry 2 have? C2H4N2OS

=====

Which value of charge does entry 1 give? +1

=====

Which of these has the lowest charge? C11H18F6GaINO5